[1]
91
Properties=species:S:1:pos:R:3:mulliken_charge:R:1 method="wB97M-V/def2-TZVPD" e_above_lowest_kj_mol=328.7 total_charge=-2 spin_multiplicity=1 molar_mass_g_mol=883.443 max_force_ev_per_a=2.8 e_homo_ev=-1.12 total_energy_ev=-72583.976
Sr -1.39 0.90 -0.13 3.927
C 3.53 5.56 -0.11 -0.605
C 3.77 5.08 -1.42 -0.777
C 3.17 3.94 -1.88 -0.287
C 2.29 3.25 -1.03 0.361
C 1.50 2.08 -1.15 -0.755
N 1.42 1.27 -2.34 0.984
C -0.09 -0.79 -2.52 -0.944
C -0.66 -1.17 -3.76 1.271
C -0.26 -1.18 -5.12 -0.468
C -1.14 -1.62 -6.08 -0.921
C -2.45 -2.07 -5.74 -0.718
C -2.87 -2.06 -4.43 -0.164
C -1.99 -1.62 -3.43 0.002
C -2.12 -1.47 -2.03 -0.935
N -3.20 -1.94 -1.28 -0.506
C -3.40 -1.68 -0.04 -1.143
N -2.74 -0.76 0.78 0.432
C -3.30 -0.74 1.98 -0.326
N -3.00 -0.02 3.07 -0.558
C -2.02 0.90 3.12 -0.590
N -1.24 1.39 2.17 0.211
C -0.31 2.28 2.73 -0.780
N 0.64 2.94 2.17 -0.352
C 1.10 2.83 0.87 -1.258
N 0.79 1.86 -0.05 0.255
C 2.04 3.73 0.29 -0.197
C 2.67 4.90 0.74 -0.141
C -0.59 2.39 4.17 0.053
C -0.01 3.11 5.20 -0.158
C -0.54 2.97 6.48 -0.558
C -1.61 2.11 6.73 -0.632
C -2.18 1.37 5.70 0.055
C -1.66 1.52 4.42 0.156
C -4.40 -1.75 2.02 -0.163
C -5.25 -2.16 3.04 0.047
C -6.17 -3.17 2.77 -0.629
C -6.23 -3.75 1.50 -0.580
C -5.37 -3.34 0.48 -0.131
C -4.47 -2.33 0.76 0.149
N -0.98 -0.95 -1.53 -1.024
H 4.02 6.46 0.23 0.360
H 4.45 5.63 -2.07 0.376
H 3.35 3.57 -2.89 0.437
H 0.72 -0.84 -5.42 0.268
H -0.84 -1.63 -7.12 0.404
H -3.12 -2.39 -6.52 0.365
H -3.87 -2.38 -4.16 0.482
H 2.49 5.26 1.75 0.493
H 0.83 3.76 5.00 0.523
H -0.11 3.54 7.30 0.364
H -2.01 2.03 7.73 0.376
H -3.00 0.69 5.87 0.535
H -5.18 -1.69 4.02 0.536
H -6.84 -3.51 3.54 0.376
H -6.95 -4.54 1.31 0.375
H -5.40 -3.78 -0.51 0.534
C 2.38 -0.87 -3.09 -2.059
C 1.29 -0.24 -2.21 2.938
N 1.74 -0.52 -0.79 -0.129
N 1.20 -1.48 -0.30 0.144
C 1.09 -1.78 1.06 -0.124
O 0.60 -0.99 1.82 -0.446
C 1.32 -3.22 1.41 0.375
C 0.85 -3.68 2.63 -0.521
C 1.05 -5.00 3.00 -0.612
C 1.72 -5.87 2.14 -0.349
C 2.19 -5.41 0.92 -0.621
C 1.99 -4.09 0.55 -0.234
C 0.43 1.81 -3.24 -0.008
C 0.77 2.10 -4.55 -1.055
C -0.21 2.62 -5.39 -0.406
C -1.48 2.82 -4.89 -0.931
C -1.74 2.51 -3.56 -0.430
N -0.79 2.02 -2.76 0.734
H 2.23 -1.95 -3.15 0.398
H 3.36 -0.64 -2.66 0.524
H 2.33 -0.44 -4.08 0.207
H 0.32 -2.98 3.27 0.510
H 0.67 -5.36 3.95 0.376
H 1.86 -6.90 2.42 0.353
H 2.71 -6.08 0.25 0.379
H 2.33 -3.73 -0.41 0.419
H 1.78 1.93 -4.89 0.435
H 0.02 2.85 -6.42 0.403
H -2.28 3.21 -5.51 0.421
H -2.72 2.64 -3.11 0.283
O -4.88 2.07 -2.18 -0.712
C -4.33 1.67 -1.15 -0.039
O -3.17 1.98 -0.70 -0.906
H -4.89 0.95 -0.52 0.270

---

[2]
101
Properties=species:S:1:pos:R:3:mulliken_charge:R:1 method="wB97M-V/def2-TZVPD" e_above_lowest_kj_mol=29.8 spin_multiplicity=1 molar_mass_g_mol=1032.195 max_force_ev_per_a=1.0 e_homo_ev=-7.40 total_energy_ev=-180916.652
Sc 0.11 0.46 0.00 0.679
O -2.40 0.13 5.44 -0.581
C -3.09 -0.76 4.73 0.403
O -4.13 -1.22 5.11 -0.602
C -2.47 -1.18 3.44 0.007
C -2.82 -2.28 2.68 -0.150
Cl -4.02 -3.46 2.95 -0.142
N -2.05 -2.29 1.57 -0.092
N -1.22 -1.23 1.57 0.826
C -1.47 -0.56 2.67 0.459
C -0.66 0.66 2.92 0.323
O -0.54 1.09 4.06 -0.854
O -0.10 1.15 1.87 -0.447
C -1.98 -3.26 0.52 -0.183
C -2.01 -2.80 -0.79 0.309
C -1.89 -3.70 -1.83 -0.489
C -1.77 -5.06 -1.56 -0.591
C -1.74 -5.50 -0.25 -0.785
C -1.84 -4.61 0.80 -0.473
H -1.60 0.46 4.95 0.422
H -2.11 -1.74 -0.97 0.079
H -1.90 -3.34 -2.85 0.476
H -1.68 -5.76 -2.38 0.413
H -1.63 -6.56 -0.04 0.397
H -1.79 -4.95 1.82 0.534
C -3.69 2.62 -5.92 -1.572
C -4.71 1.85 -5.08 0.276
C -5.92 2.73 -4.81 -0.946
C -6.85 2.10 -3.80 -1.162
C -6.11 1.88 -2.52 0.918
C -6.71 2.00 -1.29 -0.794
C -5.99 1.74 -0.12 -0.167
F -6.63 1.88 1.05 -0.361
C -4.68 1.35 -0.15 -0.821
C -4.05 1.22 -1.40 0.743
C -2.67 0.77 -1.44 0.688
O -2.03 0.59 -0.37 -0.149
C -2.14 0.50 -2.73 0.129
C -2.88 0.83 -3.84 -0.598
N -4.10 1.39 -3.80 0.307
C -4.75 1.51 -2.57 -0.454
C -0.81 -0.15 -2.97 -0.163
O -0.55 -0.61 -4.07 -0.783
O -0.03 -0.19 -1.95 -0.219
H -4.19 3.07 -6.76 0.417
H -2.89 1.99 -6.31 0.498
H -3.23 3.41 -5.32 0.375
H -5.03 0.96 -5.62 0.169
H -6.43 2.90 -5.76 0.420
H -5.58 3.70 -4.45 0.360
H -7.22 1.14 -4.18 0.332
H -7.73 2.73 -3.62 0.438
H -7.75 2.28 -1.21 0.495
H -4.14 1.14 0.76 0.872
H -2.45 0.65 -4.81 0.741
C -1.28 7.95 3.87 -0.878
O -0.21 7.05 3.67 -0.422
C 0.50 7.16 2.51 0.829
C 1.57 6.27 2.38 -0.679
C 2.34 6.28 1.24 -0.091
C 2.05 7.17 0.20 0.025
C 1.02 8.08 0.36 -0.551
C 0.22 8.07 1.50 -0.459
N 2.84 7.30 -1.00 -0.372
N 3.26 6.33 -1.64 -0.622
C 2.87 4.98 -1.32 -0.205
C 3.88 4.08 -1.10 -0.415
C 3.62 2.75 -0.71 -1.045
C 2.32 2.30 -0.59 -0.096
O 1.99 1.09 -0.21 0.185
C 1.26 3.21 -0.91 1.036
N -0.01 2.71 -0.81 0.165
C -1.01 3.49 -1.11 -0.188
C -0.85 4.81 -1.58 -1.605
C 0.41 5.32 -1.69 -0.526
C 1.52 4.54 -1.30 0.392
H -1.70 7.71 4.84 0.242
H -2.06 7.81 3.10 0.346
H -0.94 8.99 3.86 0.354
H 1.79 5.59 3.19 0.467
H 3.17 5.59 1.15 0.442
H 0.84 8.80 -0.42 0.456
H -0.58 8.78 1.59 0.421
H 4.90 4.42 -1.18 0.408
H 4.43 2.07 -0.49 0.504
H -2.01 3.09 -0.96 0.732
H -1.72 5.39 -1.85 0.548
H 0.57 6.32 -2.07 0.559
Se 1.67 -2.25 -1.55 0.309
N 1.26 -1.55 0.05 -0.071
C 2.04 -2.13 0.95 0.845
C 2.06 -1.81 2.34 -0.247
C 2.92 -2.49 3.15 -0.839
C 3.79 -3.51 2.64 -0.609
C 3.81 -3.84 1.33 -0.731
C 2.92 -3.14 0.44 0.441
N 2.86 -3.35 -0.87 -0.873
H 1.42 -1.03 2.73 0.555
H 2.95 -2.25 4.20 0.467
H 4.45 -4.02 3.33 0.388
H 4.46 -4.60 0.93 0.481

---

[3]
98
Properties=species:S:1:pos:R:3:mulliken_charge:R:1 method="wB97M-V/def2-TZVPD" e_above_lowest_kj_mol=25.9 total_charge=-1 spin_multiplicity=1 molar_mass_g_mol=986.902 max_force_ev_per_a=0.9 e_homo_ev=-4.52 total_energy_ev=-145283.393
Sc -0.67 0.87 -0.95 -2.628
S -0.74 0.30 3.10 -0.661
P 0.80 -0.23 1.95 1.752
C 0.53 -0.65 0.32 -0.217
P -0.20 -2.12 -0.07 2.211
S -1.59 -1.87 -1.51 -0.667
C -0.92 -3.04 1.34 0.218
C -2.22 -2.76 1.75 -0.252
C -2.77 -3.40 2.84 -0.587
C -2.03 -4.35 3.53 -0.612
C -0.73 -4.63 3.14 -0.711
C -0.18 -3.98 2.05 -0.356
C 0.96 -3.37 -0.73 0.429
C 2.29 -3.05 -0.97 0.187
C 3.16 -3.98 -1.52 -1.184
C 2.70 -5.25 -1.84 -0.587
C 1.37 -5.58 -1.61 -0.717
C 0.51 -4.64 -1.07 -0.667
C 2.04 1.11 1.96 0.204
C 2.18 1.93 3.07 -0.763
C 3.17 2.90 3.11 -0.774
C 4.03 3.06 2.03 -0.581
C 3.89 2.26 0.91 -0.754
C 2.91 1.28 0.88 0.010
C 1.78 -1.51 2.85 0.696
C 2.94 -2.03 2.27 -0.212
C 3.67 -3.01 2.91 -0.737
C 3.27 -3.48 4.16 -0.556
C 2.14 -2.94 4.76 -0.705
C 1.40 -1.96 4.11 -0.550
H -2.80 -2.02 1.21 0.148
H -3.78 -3.17 3.15 0.404
H -2.46 -4.86 4.39 0.368
H -0.14 -5.36 3.68 0.429
H 0.84 -4.20 1.76 0.328
H 2.63 -2.05 -0.72 0.141
H 4.20 -3.72 -1.70 0.491
H 3.38 -5.98 -2.27 0.380
H 1.00 -6.57 -1.86 0.396
H -0.53 -4.90 -0.91 0.400
H 1.48 1.81 3.90 0.437
H 3.26 3.54 3.99 0.414
H 4.79 3.83 2.06 0.391
H 4.53 2.40 0.05 0.441
H 2.77 0.68 -0.01 0.106
H 3.26 -1.66 1.31 0.202
H 4.56 -3.41 2.44 0.426
H 3.84 -4.25 4.66 0.385
H 1.82 -3.30 5.73 0.419
H 0.50 -1.55 4.55 0.425
F -4.88 3.84 -3.44 -0.395
C -3.85 2.96 -3.61 0.313
C -3.07 2.61 -2.53 -0.341
C -2.00 1.72 -2.68 1.522
C -1.73 1.24 -3.97 -0.331
C -2.57 1.59 -5.02 0.865
F -2.40 1.09 -6.27 -0.367
C -3.64 2.45 -4.87 -1.049
C -0.49 0.45 -4.13 0.122
C 0.05 0.03 -5.35 -1.075
C 1.24 -0.66 -5.37 -0.803
C 1.90 -0.94 -4.19 -1.219
C 1.31 -0.49 -3.02 -0.392
N 0.15 0.16 -2.99 1.428
H -3.33 3.06 -1.57 0.435
H -4.28 2.70 -5.71 0.501
H -0.46 0.27 -6.27 0.590
H 1.67 -0.98 -6.32 0.400
H 2.83 -1.48 -4.15 0.532
H 1.76 -0.65 -2.05 0.606
C -5.27 0.01 0.17 -1.086
C -5.65 1.07 0.97 -0.857
C -4.71 2.04 1.26 -1.082
C -3.42 1.91 0.76 0.252
N -3.03 0.86 0.02 1.590
C -3.96 -0.06 -0.26 -0.626
C -2.38 2.93 1.04 1.109
C -2.68 4.13 1.68 -1.364
C -1.65 4.98 2.04 -0.895
C -0.35 4.60 1.77 -1.469
C -0.14 3.41 1.08 -0.177
N -1.13 2.60 0.70 1.564
H -5.96 -0.78 -0.10 0.513
H -6.66 1.16 1.35 0.423
H -4.97 2.88 1.89 0.404
H -3.62 -0.89 -0.87 0.478
H -3.70 4.40 1.89 0.437
H -1.87 5.92 2.53 0.438
H 0.50 5.20 2.05 0.540
H 0.86 3.10 0.83 0.483
F 2.94 5.22 -2.36 -0.259
C 2.03 4.59 -1.61 0.617
F 2.51 4.51 -0.37 -0.113
F 0.92 5.34 -1.58 -0.243
S 1.66 2.92 -2.32 1.255
O 2.93 2.24 -2.35 -0.669
O 1.01 3.21 -3.56 -0.708
O 0.76 2.40 -1.28 -0.261